DFT (ωB97M-V/def2-TZVPD) results for C52H77AgF5FeMnN2O22 as an isolated structure.

- E_LUMO (spin up / spin down): -2.23 / -2.67 eV
- DFT total energy: -186482.0142 eV
- Spin multiplicity: 11
- Gap between HOMO and LUMO (spin up / spin down): 3.7 / 3.3 eV
- Highest occupied orbital energy (spin up / spin down): -5.97 / -5.98 eV

XYZ file:
```
161
C52H77AgF5FeMnN2O22, DFT ωB97M-V/def2-TZVPD
Mn -1.65996 0.70333 1.80649
Fe 4.55825 -1.98865 -2.04150
Ag -1.30314 -2.16896 3.27734
C 0.84377 0.23572 4.18650
O 0.96491 -1.09666 3.75532
O -0.25461 0.78995 3.58894
C 1.04083 0.23632 5.77740
F 1.11959 1.47078 6.35546
F -0.06687 -0.27610 6.34562
F 2.08080 -0.44664 6.32276
C 2.19528 -1.54998 3.20911
C 2.08357 -3.16354 3.04446
H 2.98270 -3.63171 2.64388
H 1.93187 -3.56626 4.04592
H 1.20001 -3.38551 2.44601
H 3.04255 -1.32034 3.85525
H 2.43331 -1.01307 2.29086
H 1.71876 0.73900 3.77516
C 1.69255 0.73206 -0.85196
C 2.36115 -0.32951 -1.22197
C 1.99821 -1.72490 -0.76279
O 2.66081 -2.78473 -1.10257
C 1.03836 -2.02954 0.08494
C 0.19299 -0.94467 0.55293
C 0.52598 0.57511 0.06207
O -0.18787 1.40096 0.58594
O -0.87376 -1.16809 1.19727
O 3.53569 -0.04542 -1.69262
H 2.07295 1.68509 -1.18877
H 0.74827 -3.05661 0.25041
C -4.86057 2.90309 0.09966
C -5.63028 3.87954 0.70722
C -5.09322 4.50401 2.00490
O -5.78799 5.44273 2.62185
C -3.99635 4.05875 2.65397
C -3.07766 3.06002 2.04179
C -3.59457 2.34944 0.65496
O -2.99671 1.26718 0.32916
O -1.95205 2.72271 2.47449
O -6.65567 4.26623 0.05789
H -5.13068 2.36749 -0.79843
H -3.60381 4.46417 3.57481
C -5.33120 -0.14830 5.29112
C -4.24408 -1.23754 4.94024
C -4.78131 -2.57595 5.57826
C -5.97098 -3.09672 4.83870
C -5.56314 -3.28167 3.36968
C -5.03955 -2.00745 2.62218
N -3.90767 -1.50344 3.46235
O -3.22483 -0.47324 2.85748
C -6.04674 -0.95559 2.20194
C -4.53193 -2.66281 1.32474
C -3.00919 -0.92179 5.77894
H -6.35465 -0.51487 5.21174
H -5.20403 0.72345 4.64925
H -5.15511 0.25027 6.29023
H -5.10314 -2.43757 6.61043
H -3.97136 -3.29004 5.72714
H -6.87439 -2.52699 5.05636
H -6.17462 -4.08791 5.24389
H -6.36034 -3.73390 2.77970
H -4.77315 -4.03266 3.37495
H -6.75544 -0.97698 3.02982
H -6.55690 -1.08347 1.24722
H -5.63193 0.04817 2.10977
H -5.31097 -3.27806 0.87454
H -3.71615 -3.37164 1.46669
H -4.08334 -1.96830 0.61445
H -2.13089 -1.54948 5.62831
H -3.14787 -1.05877 6.85137
H -2.64180 0.08484 5.57940
C 4.67584 3.14887 -6.06091
C 3.83809 3.19615 -4.81011
C 3.10088 4.51100 -4.75115
C 1.93122 4.65327 -5.82401
C 0.85027 3.53389 -5.48075
C 1.51585 2.05949 -5.46363
N 2.83594 2.04995 -4.74112
O 3.40130 0.79360 -4.58806
C 0.65841 1.21573 -4.55230
C 1.68016 1.53163 -6.95928
C 4.71357 3.12908 -3.52844
H 4.12129 3.31941 -6.98367
H 5.31666 2.27032 -6.13582
H 5.41309 3.94104 -5.93047
H 2.69978 4.84093 -3.79285
H 3.73182 5.37766 -4.94844
H 2.30541 4.59540 -6.84613
H 1.48765 5.64831 -5.78854
H -0.00651 3.58142 -6.15288
H 0.52338 3.82487 -4.48248
H 1.05137 0.20878 -4.41179
H 0.34565 1.75320 -3.65709
H -0.32704 1.17327 -5.01617
H 1.95056 0.47709 -7.01328
H 0.77306 1.61255 -7.55821
H 2.52138 2.03975 -7.43071
H 5.29677 2.23449 -3.31007
H 4.15229 3.52006 -2.67980
H 5.44044 3.92823 -3.67375
H 3.16810 0.61777 -3.67358
C -2.64684 -6.36504 1.56265
C -1.31919 -5.58474 1.86583
O -1.27673 -4.33790 1.82734
C -0.03856 -6.26825 2.27661
H -2.47712 -7.33683 1.09907
H -3.38809 -5.75239 1.04952
H -3.14654 -6.71454 2.46611
H 0.64230 -5.91653 1.50150
H -0.15254 -7.34640 2.16383
H 0.35353 -6.05700 3.27147
C 3.50937 4.97903 1.55407
C 3.01732 3.63151 1.92376
O 1.87766 3.32583 2.22513
C 3.89190 2.41252 1.87823
H 2.57261 5.52289 1.43245
H 3.89459 4.82867 0.54556
H 4.19934 5.40718 2.28122
H 3.82185 2.02932 0.86022
H 3.44461 1.56974 2.40524
H 4.92250 2.62022 2.16604
C 1.57736 -2.85546 -4.61652
C 3.03300 -2.39927 -4.90682
O 3.71732 -1.90100 -3.98220
C 3.68659 -2.64713 -6.22788
H 1.44244 -3.87277 -4.98388
H 0.83353 -2.19497 -5.06214
H 1.52693 -2.81122 -3.52858
H 4.25082 -1.88629 -6.76720
H 2.93484 -3.12271 -6.85780
H 4.23092 -3.56236 -5.99517
C 7.43457 -2.97740 0.49915
C 6.44541 -1.77019 0.66118
O 5.53805 -1.65252 -0.17359
C 6.39405 -1.16680 2.05152
H 7.88717 -2.98479 -0.49243
H 6.74003 -3.81438 0.57111
H 8.11468 -3.10387 1.34151
H 6.74004 -1.95101 2.72488
H 5.36065 -0.86958 2.22997
H 6.98357 -0.26574 2.22074
C -1.77206 5.03425 -1.70452
C -0.62008 4.95049 -0.70765
O -1.20543 5.64791 0.39350
C -2.07355 6.56797 -0.10642
O -2.57327 7.48589 0.48372
O -2.43151 6.25629 -1.41553
F 0.47438 5.48163 -1.24984
H -2.42592 4.22540 -1.37845
H -1.40458 4.97495 -2.72899
H -0.33894 3.92944 -0.44977
C -2.09825 -2.86723 -1.46736
C -2.45382 -2.24021 -2.78848
O -3.83798 -2.52317 -2.93852
C -4.11317 -3.59752 -2.10048
O -5.19200 -4.12315 -2.01597
O -3.00559 -3.90012 -1.47476
F -1.88541 -2.91020 -3.86359
H -2.26904 -2.24834 -0.58651
H -1.02925 -3.06694 -1.39343
H -2.18584 -1.19675 -2.95425
```